# C45H48N12O3Si2Ti

C45H48N12O3Si2Ti as an isolated structure (ωB97M-V with the def2-TZVPD basis set, the Open Molecules 2025 dataset).

Results
HOMO-LUMO gap (alpha / beta)	7.38 / 7.59	eV
DFT total energy	-110333.00150	eV
lowest unoccupied orbital energy (alpha / beta)	-2.730 / -2.734	eV
energy above the lowest of the compared OMol25 structures with the same formula, charge and spin	155.7	kcal per mole
expectation value of S²	0.75

Geometry as ORCA input:
```
! wB97M-V def2-TZVPD RIJCOSX def2/J DEFGRID3
* xyz 1 2
Ti 0.420 -0.086 -0.248
C 2.230 2.282 4.596
N 1.524 1.384 3.684
C 1.316 1.512 2.372
N 0.746 0.407 1.905
C 0.630 -0.376 3.017
N 1.088 0.186 4.104
C 2.155 3.726 4.162
C 3.282 4.532 4.079
C 3.159 5.866 3.705
C 1.925 6.406 3.386
C 0.794 5.597 3.453
C 0.917 4.271 3.857
C -0.532 6.069 3.083
N -0.963 7.241 2.748
N -2.296 7.106 2.446
C -2.597 5.859 2.611
O -1.520 5.147 3.023
C -3.817 5.112 2.342
C -5.018 5.711 1.969
C -6.097 4.909 1.641
C -5.986 3.522 1.638
C -4.793 2.926 2.011
C -4.531 1.436 1.915
N -3.364 1.210 1.054
C -2.256 0.499 1.274
N -1.421 0.649 0.249
C -2.113 1.482 -0.589
N -3.273 1.847 -0.123
C -3.730 3.726 2.392
H 3.267 1.950 4.666
H 1.773 2.153 5.578
H 1.550 2.398 1.813
H 0.213 -1.370 3.012
H 4.260 4.128 4.310
H 4.043 6.488 3.655
H 1.822 7.440 3.084
H 0.028 3.659 3.937
H -5.086 6.790 1.930
H -7.035 5.367 1.356
H -6.827 2.913 1.327
H -5.386 0.908 1.495
H -4.304 1.016 2.895
H -2.086 -0.094 2.157
H -1.760 1.791 -1.559
H -2.795 3.267 2.687
C -3.136 -1.556 -1.219
Si -1.867 -1.194 -2.593
C -1.686 -2.874 -3.452
C -2.730 0.100 -3.692
N -0.313 -0.535 -2.092
C 0.548 -0.213 -3.136
C 0.375 -0.522 -4.496
C 1.344 -0.208 -5.428
C 2.540 0.394 -5.057
C 2.742 0.726 -3.731
C 1.740 0.464 -2.803
N 1.875 0.607 -1.403
Si 3.821 0.136 0.694
C 3.768 -0.975 2.303
C 4.534 1.719 1.611
C 5.314 -0.354 -0.386
H -3.763 -2.371 -1.588
H -3.793 -0.702 -1.051
H -2.729 -1.875 -0.260
H -2.415 -2.939 -4.264
H -1.899 -3.691 -2.760
H -0.697 -3.054 -3.877
H -3.264 -0.373 -4.520
H -2.023 0.809 -4.125
H -3.467 0.669 -3.121
H -0.514 -1.040 -4.829
H 1.176 -0.459 -6.468
H 3.309 0.593 -5.790
H 3.679 1.151 -3.415
H 3.722 -0.359 3.202
H 4.709 -1.532 2.349
H 2.961 -1.705 2.361
H 3.826 2.532 1.801
H 5.336 2.155 1.008
H 4.990 1.445 2.567
H 5.489 -1.432 -0.369
H 6.230 0.119 -0.028
H 5.185 -0.075 -1.435
O -1.808 -7.314 0.806
C -0.516 -7.093 0.501
O 0.231 -8.011 0.331
C -0.066 -5.663 0.400
C -0.915 -4.568 0.290
C -0.390 -3.291 0.230
C 0.985 -3.071 0.254
C 1.837 -4.169 0.381
C 1.310 -5.444 0.434
N 1.433 -1.724 0.216
C 2.670 -1.404 -0.052
C 2.822 1.355 -0.608
C 3.655 2.365 -1.289
C 3.140 3.417 -1.940
C 1.723 3.682 -1.887
C 0.908 2.902 -1.164
N 1.342 1.700 -0.566
H -2.295 -6.496 0.945
H -1.991 -4.688 0.217
H -1.041 -2.427 0.150
H 2.908 -4.041 0.455
H 1.954 -6.310 0.509
H 3.290 -2.229 -0.430
H 4.726 2.240 -1.204
H 3.778 4.131 -2.443
H 1.334 4.587 -2.334
H -0.113 3.186 -0.955
*
```

Mulliken atomic charge list, values in e, 8 entries: number 1, Ti, carries -1.450; number 2, C, carries -0.931; number 3, N, carries 1.182; number 4, C, carries -1.397; number 5, N, carries 0.960; number 6, C, carries -1.029; number 7, N, carries -1.307; number 8, C, carries 0.454